[1]
This record from the Open Molecules 2025 dataset describes one molecule with the formula C4H6N2O. The level of theory is ωB97M-V/def2-TZVPD.

For the LUMO energy, the calculation gives 0.0275 Ha. As for the energy above the lowest of the compared OMol25 structures with the same formula, charge and spin: 93.39 kcal per mole. The calculation puts the HOMO energy at -7.19 eV.

Structure (ORCA input):
```
! wB97M-V def2-TZVPD RIJCOSX def2/J DEFGRID3
* xyz 0 1
C -2.094 -0.098 -0.291
C -0.742 -0.280 -0.242
C 0.441 -0.662 -0.882
C 1.479 -0.033 -0.156
O 2.741 0.005 -0.595
N 1.163 0.600 0.972
N -0.230 0.278 1.055
H -0.978 0.947 1.315
H -2.786 -0.715 -0.833
H -2.412 0.932 -0.129
H 0.521 -0.990 -1.908
H 3.262 0.513 0.045
H -0.336 -0.480 1.734
*
```

These are the Löwdin partial charges, in e, on atoms 1 to 6: -0.023 -0.324 0.005 -0.454 0.091 0.067

***

[2]
This record from the Open Molecules 2025 dataset describes one molecule with the formula C6H8O2. The level of theory is ωB97M-V/def2-TZVPD.

The SMILES is C=C1C[C@H]1CC(=O)O. For the LUMO energy, the calculation gives -0.0377 Ha. As for the energy above the lowest of the compared OMol25 structures with the same formula, charge and spin: 217.74 kcal per mole. The calculation puts the HOMO energy at -8.04 eV.

Structure (ORCA input):
```
! wB97M-V def2-TZVPD RIJCOSX def2/J DEFGRID3
* xyz 0 1
C -0.194 0.167 -2.513
C -0.663 1.138 -1.425
C -1.928 0.739 -0.927
C -0.733 0.884 0.057
C -0.562 -0.433 0.739
C 1.000 -0.751 0.940
O 1.694 -1.668 0.871
O 1.303 0.311 1.862
H -0.758 -0.923 -2.462
H 0.470 0.249 -3.494
H -1.981 -0.363 -1.660
H -2.780 1.342 -0.902
H -0.465 1.748 0.529
H -1.316 -1.301 0.327
H -0.850 -0.341 2.003
H 2.188 -0.017 2.568
*
```

These are the Löwdin partial charges, in e, on atoms 1 to 6: 0.087 -0.231 -0.152 -0.257 -0.088 -0.497

***

[3]
This record from the Open Molecules 2025 dataset describes one molecule with the formula C5H7N. The level of theory is ωB97M-V/def2-TZVPD.

The SMILES is C=C=NCC=C. For the LUMO energy, the calculation gives 0.0395 Ha. As for the energy above the lowest of the compared OMol25 structures with the same formula, charge and spin: 52.35 kcal per mole. The calculation puts the HOMO energy at -8.94 eV.

Structure (ORCA input):
```
! wB97M-V def2-TZVPD RIJCOSX def2/J DEFGRID3
* xyz 0 1
C -1.988 -1.098 0.058
C -1.505 0.062 0.427
N -1.029 1.149 0.722
C 0.406 1.380 0.435
C 1.254 0.146 0.255
C 1.354 -0.549 -0.873
H -2.277 -1.236 -0.977
H -2.031 -1.930 0.749
H 0.799 1.992 1.251
H 0.425 1.995 -0.470
H 1.791 -0.203 1.135
H 0.807 -0.282 -1.776
H 1.994 -1.426 -0.936
*
```

These are the Löwdin partial charges, in e, on atoms 1 to 6: 0.003 -0.223 0.079 -0.218 -0.187 0.002

***

[4]
This record from the Open Molecules 2025 dataset describes one molecule with the formula C18H27N3O2. The level of theory is ωB97M-V/def2-TZVPD.

The SMILES is COC(=O)[C@]12CC[C@](c3nnc4n3CCCCCC4)(CC1)CC2. For the LUMO energy, the calculation gives 0.0236 Ha. As for the energy above the lowest of the compared OMol25 structures with the same formula, charge and spin: 108.77 kcal per mole. The calculation puts the HOMO energy at -8.78 eV.

Structure (ORCA input):
```
! wB97M-V def2-TZVPD RIJCOSX def2/J DEFGRID3
* xyz 0 1
C -0.504 1.642 6.727
O -0.005 1.447 5.437
C -0.934 0.880 4.554
O -2.111 0.695 4.833
C -0.547 0.447 3.048
C 0.478 -0.720 3.191
C 1.111 -1.052 1.847
C 0.468 -0.098 0.692
C 1.031 -0.577 -0.680
N 1.624 -1.772 -0.833
N 2.137 -1.875 -2.078
C 1.795 -0.875 -2.789
N 0.900 -0.062 -2.000
C -0.047 1.014 -2.506
C -1.311 0.449 -3.128
C -1.215 -1.013 -3.794
C -0.396 -1.043 -5.094
C 1.065 -1.565 -5.060
C 2.101 -0.683 -4.272
C -1.073 -0.390 0.738
C -1.695 0.056 2.068
C 0.634 1.387 1.119
C 0.167 1.733 2.517
H -1.335 1.078 6.951
H -0.803 2.721 6.866
H 0.289 1.374 7.437
H -0.022 -1.592 3.479
H 1.183 -0.493 3.965
H 0.902 -2.068 1.653
H 2.145 -0.864 1.983
H 0.557 1.579 -3.251
H -0.342 1.599 -1.634
H -1.755 1.089 -3.885
H -2.079 0.259 -2.326
H -0.720 -1.644 -3.024
H -2.189 -1.493 -3.859
H -0.925 -1.608 -5.759
H -0.395 -0.048 -5.545
H 1.452 -1.689 -6.157
H 0.908 -2.612 -4.700
H 3.116 -1.115 -4.370
H 2.007 0.409 -4.394
H -1.715 0.096 -0.083
H -1.287 -1.469 0.644
H -2.459 0.849 1.841
H -2.215 -0.711 2.627
H 1.639 1.673 0.974
H 0.014 1.908 0.375
H -0.547 2.583 2.420
H 0.906 2.163 3.234
*
```

These are the Löwdin partial charges, in e, on atoms 1 to 6: -0.083 -0.052 -0.340 0.088 -0.305 -0.104

***

- HOMO energy of number 2 (C6H8O2)?
  -8.04 eV